(1)
Entry from OMol25: a 18-piece molecular cluster, C41H44Cl51FO4 overall at a distorted geometry (ωB97M-V/def2-TZVPD).

Results
Orbital gap, eV: 8.67
Strongest force on any atom, eV/Å: 3.351
HOMO energy, eV: -9.3

Positions of all 141 atoms, in Å:
C1 0.09 0.94 4.71
O1 0.64 2.22 4.45
C2 1.37 2.09 3.22
C3 1.78 3.46 2.67
C4 2.76 3.35 1.44
C5 2.93 1.92 0.98
C6 4.06 1.22 1.28
C7 4.21 -0.14 0.92
C8 5.42 -0.99 1.22
C9 3.13 -0.72 0.26
C10 2.00 0.02 -0.08
C11 1.87 1.34 0.26
C12 0.63 2.14 -0.10
C13 0.87 3.18 -1.21
O2 0.54 2.68 -2.51
C14 0.90 -0.71 -0.83
O3 0.32 -0.27 -1.80
C15 0.62 -2.07 -0.24
C16 -0.68 -2.51 -0.02
C17 -1.93 -1.71 -0.31
C18 -2.28 -1.46 -1.79
C19 -2.71 0.00 -1.94
F1 -2.89 0.35 -3.27
C20 -0.85 -3.75 0.56
C21 0.32 -4.52 0.89
C22 1.58 -4.05 0.64
C23 1.72 -2.80 0.08
C24 3.08 -2.18 -0.15
O4 4.02 -2.79 -0.61
H1 -0.40 0.90 5.68
H2 0.86 0.16 4.64
H3 -0.67 0.68 3.95
H4 0.65 1.65 2.51
H5 2.22 1.44 3.42
H6 0.86 3.97 2.37
H7 2.24 4.00 3.51
H8 2.34 3.99 0.67
H9 3.72 3.76 1.76
H10 4.87 1.69 1.83
H11 6.08 -0.96 0.35
H12 5.96 -0.61 2.09
H13 5.15 -2.04 1.33
H14 0.22 2.69 0.76
H15 -0.17 1.49 -0.45
H16 0.22 4.05 -1.07
H17 1.91 3.55 -1.23
H18 1.31 2.18 -2.80
H19 -2.82 -2.12 0.17
H20 -1.79 -0.71 0.14
H21 -3.13 -2.07 -2.12
H22 -1.44 -1.69 -2.45
H23 -2.00 0.68 -1.46
H24 -3.65 0.13 -1.39
H25 -1.82 -4.14 0.79
H26 0.25 -5.49 1.37
H27 2.45 -4.64 0.91
C25 -0.78 5.89 -3.17
Cl1 -1.25 5.91 -1.46
Cl2 -1.84 4.84 -4.09
Cl3 -0.78 7.53 -3.83
H28 0.23 5.50 -3.24
C26 -1.75 -4.39 -5.34
Cl4 -0.62 -4.57 -3.99
Cl5 -3.01 -5.63 -5.25
Cl6 -2.44 -2.77 -5.37
H29 -1.19 -4.53 -6.26
C27 1.38 2.23 8.29
Cl7 2.45 3.41 9.06
Cl8 2.30 1.03 7.38
Cl9 0.35 1.45 9.49
H30 0.74 2.75 7.59
C28 -3.17 0.56 8.50
Cl10 -2.26 1.35 7.22
Cl11 -4.83 0.31 7.96
Cl12 -2.42 -0.97 8.96
H31 -3.19 1.21 9.36
C29 1.25 -1.19 -6.30
Cl13 1.06 -2.93 -6.58
Cl14 0.15 -0.28 -7.34
Cl15 0.97 -0.73 -4.59
H32 2.27 -0.93 -6.55
C30 -1.32 4.73 4.93
Cl16 -0.35 4.68 6.40
Cl17 -2.77 3.74 5.10
Cl18 -1.75 6.40 4.54
H33 -0.73 4.33 4.12
C31 -6.02 -0.24 4.28
Cl19 -7.57 0.52 3.93
Cl20 -5.39 -1.06 2.85
Cl21 -4.87 0.95 4.88
H34 -6.18 -0.99 5.05
C32 -6.75 -3.20 8.91
Cl22 -7.32 -4.85 9.18
Cl23 -6.95 -2.74 7.22
Cl24 -7.59 -2.07 9.97
H35 -5.69 -3.16 9.15
C33 7.18 0.51 -2.26
Cl25 8.70 0.07 -1.47
Cl26 6.47 -0.88 -3.06
Cl27 6.04 1.15 -1.09
H36 7.39 1.28 -2.99
C34 5.77 -0.84 -7.26
Cl28 4.66 0.47 -6.85
Cl29 4.89 -2.27 -7.79
Cl30 6.90 -0.31 -8.51
H37 6.34 -1.10 -6.39
C35 -5.29 -3.64 -8.68
Cl31 -4.99 -4.51 -10.19
Cl32 -4.47 -4.42 -7.33
Cl33 -4.79 -1.95 -8.82
H38 -6.36 -3.65 -8.49
C36 -2.31 -4.46 4.22
Cl34 -1.53 -4.56 5.81
Cl35 -1.11 -4.46 2.91
Cl36 -3.46 -5.78 4.01
H39 -2.87 -3.53 4.18
C37 -5.73 2.95 1.52
Cl37 -7.33 3.64 1.21
Cl38 -5.13 2.10 0.10
Cl39 -4.60 4.21 2.02
H40 -5.83 2.24 2.33
C38 -6.73 -1.81 -4.28
Cl40 -6.87 -3.55 -4.54
Cl41 -7.80 -0.92 -5.36
Cl42 -7.07 -1.41 -2.59
H41 -5.71 -1.51 -4.49
C39 3.47 4.58 13.04
Cl43 2.92 4.67 14.72
Cl44 2.47 3.47 12.11
Cl45 3.48 6.18 12.30
H42 4.48 4.20 13.04
C40 2.65 -2.79 -10.97
Cl46 3.99 -3.80 -10.43
Cl47 1.93 -1.90 -9.61
Cl48 3.21 -1.68 -12.23
H43 1.88 -3.42 -11.39
C41 7.19 -0.30 -12.39
Cl49 6.71 -1.90 -11.82
Cl50 5.85 0.83 -12.29
Cl51 8.58 0.30 -11.48
H44 7.48 -0.39 -13.43


(2)
Entry from OMol25: a 5-piece molecular cluster, C41H44FN2O19S3 overall at a distorted geometry (ωB97M-V/def2-TZVPD).

Results
Orbital gap, eV: 7.69
Strongest force on any atom, eV/Å: 1.981
ΔE to the lowest compared entry with this formula, charge and spin, eV: 0.000
HOMO energy, eV: -11.3
Total charge: +1

Positions of all 110 atoms, in Å:
C1 4.75 -2.52 1.11
C2 4.43 -1.68 0.31
C3 3.95 -0.63 -0.61
C4 2.68 -1.18 -1.33
C5 2.55 -0.72 -2.79
C6 2.26 -1.85 -3.77
F1 2.51 -1.32 -5.01
N1 1.55 -0.61 -0.49
C7 2.13 0.20 0.66
C8 1.10 1.11 1.31
C9 0.58 2.21 0.37
C10 -0.87 1.95 -0.05
S1 -0.84 1.73 -1.87
C11 -1.76 0.25 -2.18
S2 -1.48 -0.50 -3.60
N2 -2.59 -0.15 -1.16
C12 -3.06 -1.54 -1.29
C13 -4.00 -1.86 -0.10
O1 -3.98 -0.84 0.87
C14 -4.50 0.35 0.31
C15 -3.74 0.76 -0.97
C16 3.55 0.59 0.28
S3 3.97 2.16 -0.51
C17 3.24 2.36 -2.11
O2 5.39 2.04 -0.73
O3 3.50 3.20 0.36
H1 5.01 -3.28 1.80
H2 4.78 -0.43 -1.28
H3 2.70 -2.27 -1.26
H4 1.78 0.03 -2.90
H5 3.49 -0.28 -3.11
H6 1.21 -2.15 -3.76
H7 2.91 -2.71 -3.62
H8 1.12 -1.41 -0.02
H9 0.80 -0.16 -1.03
H10 2.32 -0.55 1.42
H11 0.25 0.47 1.56
H12 1.51 1.47 2.25
H13 0.68 3.19 0.84
H14 1.19 2.26 -0.52
H15 -1.26 1.01 0.33
H16 -1.54 2.77 0.20
H17 -3.59 -1.71 -2.23
H18 -2.19 -2.18 -1.24
H19 -3.72 -2.80 0.36
H20 -5.02 -1.96 -0.47
H21 -5.57 0.23 0.10
H22 -4.40 1.11 1.08
H23 -3.38 1.78 -0.86
H24 -4.37 0.71 -1.86
H25 4.22 0.56 1.13
H26 3.28 3.44 -2.28
H27 2.21 2.05 -2.15
H28 3.83 1.83 -2.85
C18 -2.04 -5.20 1.46
C19 -1.58 -6.05 2.39
C20 -1.39 -7.53 2.11
O4 -0.95 -8.19 3.03
C21 -1.74 -8.04 0.80
C22 -2.20 -7.19 -0.12
C23 -2.37 -5.71 0.15
O5 -2.77 -5.02 -0.78
O6 -2.54 -7.55 -1.35
O7 -1.25 -5.69 3.62
H29 -2.17 -4.14 1.66
H30 -1.61 -9.09 0.62
H31 -2.84 -6.74 -1.81
H32 -0.95 -6.51 4.07
C24 4.22 0.43 7.02
C25 3.57 0.19 5.88
C26 4.13 0.58 4.53
O8 3.45 0.30 3.54
C27 5.40 1.25 4.47
C28 6.06 1.50 5.61
C29 5.51 1.09 6.96
O9 6.20 1.34 7.93
O10 7.23 2.10 5.66
O11 2.39 -0.41 5.82
H33 3.83 0.15 7.99
H34 5.79 1.54 3.50
H35 7.48 2.15 6.61
H36 2.15 -0.45 4.87
C30 4.76 3.04 -6.24
C31 3.94 1.98 -6.11
C32 2.52 1.99 -6.64
O12 1.88 0.97 -6.46
C33 2.03 3.18 -7.29
C34 2.85 4.24 -7.42
C35 4.27 4.23 -6.91
O13 4.93 5.23 -7.09
O14 2.49 5.37 -7.99
O15 4.27 0.85 -5.51
H37 5.77 3.04 -5.86
H38 1.01 3.19 -7.65
H39 3.28 5.96 -7.96
H40 3.50 0.26 -5.59
C36 -7.57 1.17 2.85
C37 -8.87 1.01 3.16
C38 -9.81 2.18 3.31
O16 -10.97 1.92 3.58
C39 -9.29 3.52 3.14
C40 -8.00 3.68 2.83
C41 -7.06 2.50 2.65
O17 -5.91 2.76 2.35
O18 -7.42 4.86 2.65
O19 -9.44 -0.16 3.36
H41 -6.89 0.33 2.73
H42 -9.96 4.36 3.26
H43 -6.48 4.67 2.44
H44 -10.38 0.02 3.56